[1]
99
Properties=species:S:1:pos:R:3:mulliken_spin:R:1 method="wB97M-V/def2-TZVPD" molar_mass_g_mol=846.506 total_charge=0 gap_ev="7.26 / 5.12" total_energy_ev=-190262.3708 homo_energy_ev="-7.15 / -7.15" multiplicity=2
As 3.24 -2.39 0.21 -0.001
Ni 0.01 -0.37 0.46 0.062
S -0.62 -0.80 2.55 0.001
S -1.23 1.42 0.54 0.025
P 2.20 2.96 0.21 0.024
F 1.72 -1.56 0.65 -0.006
F 2.66 -3.81 0.95 0.000
F 3.93 -1.82 1.68 0.000
F 2.46 -2.80 -1.29 0.000
F 4.71 -3.12 -0.29 0.000
F 3.74 -0.86 -0.54 -0.005
O 1.87 0.61 -1.14 0.069
N -1.57 -2.11 0.00 -0.001
N -0.22 -0.28 -1.79 -0.020
C -3.93 -2.25 0.71 0.000
C 2.75 3.80 -3.20 -0.003
C -4.58 -1.50 2.89 0.000
C -2.27 -1.31 2.19 0.000
C -2.23 2.11 -3.86 0.003
C 3.51 3.49 2.67 0.056
C 3.28 3.17 4.15 0.005
C -1.41 4.84 -0.43 -0.001
C 0.13 4.12 1.71 0.017
C -1.95 -2.01 -1.40 0.000
C -0.05 4.23 -0.80 0.032
C 0.93 4.26 0.41 0.255
C 1.92 1.48 2.53 0.027
C 3.60 2.91 -2.30 -0.012
C -2.49 2.67 -1.53 -0.003
C 2.63 0.75 3.67 0.003
C 1.17 -0.05 -2.19 0.018
C -2.61 -1.89 0.96 0.001
C 2.91 2.36 1.78 0.167
C -3.26 -1.13 3.15 -0.001
C 3.65 3.40 -0.85 0.184
C -1.10 0.82 -2.15 0.027
C -2.78 2.91 -2.86 -0.001
C -0.85 -3.36 0.29 0.000
C 3.56 1.70 4.46 -0.001
C -0.77 5.35 1.92 0.002
C -1.39 1.07 -3.49 -0.002
C -1.24 5.96 0.59 0.005
C -0.74 -1.59 -2.23 0.001
C -1.62 1.64 -1.15 -0.015
C -4.92 -2.05 1.67 0.000
C 3.25 5.24 -3.17 0.004
C 3.25 5.79 -1.74 -0.003
C 4.03 4.90 -0.78 0.028
H -0.55 -3.37 1.34 0.000
H 5.09 4.95 -1.05 0.002
H 3.27 1.88 -2.34 0.017
H 0.06 -2.32 -2.12 -0.001
H 3.46 1.53 5.53 0.001
H -4.20 -2.69 -0.24 0.000
H -5.34 -1.34 3.65 0.000
H 4.58 3.56 2.46 0.007
H -2.73 -1.25 -1.50 0.000
H 2.78 3.42 -4.23 0.000
H -3.46 3.71 -3.13 0.000
H 3.72 1.70 1.45 0.005
H 0.06 -3.43 -0.31 0.000
H 4.61 1.48 4.22 0.000
H 1.48 5.21 0.43 0.019
H 0.38 4.79 -1.63 0.010
H 2.64 5.88 -3.81 0.000
H 0.79 4.01 2.57 0.002
H -2.35 -2.95 -1.79 0.000
H 2.25 3.41 4.43 0.001
H -2.94 3.28 -0.75 0.000
H 3.21 -0.07 3.25 0.000
H -1.04 -1.57 -3.28 0.000
H -1.63 5.05 2.51 -0.001
H 3.68 6.79 -1.72 0.001
H 3.96 5.27 0.24 -0.002
H 2.21 5.89 -1.40 0.003
H -0.96 0.43 -4.26 0.000
H -1.90 5.21 -1.34 0.001
H -1.48 -4.23 0.08 0.000
H -0.24 6.11 2.51 -0.001
H 1.08 2.07 2.91 0.008
H -2.45 2.29 -4.90 0.000
H 1.71 3.75 -2.88 0.002
H -5.94 -2.32 1.45 0.000
H -3.00 -0.67 4.09 0.000
H -2.16 6.51 0.74 0.000
H -2.07 4.07 -0.02 0.000
H 1.88 0.30 4.33 0.000
H 3.93 3.82 4.75 0.002
H 4.43 2.83 -0.34 0.016
H 1.64 -1.01 -2.40 0.002
H 4.27 5.27 -3.56 0.000
H -0.20 3.20 -1.13 -0.009
H -0.47 3.21 1.65 -0.003
H 1.50 0.79 1.81 -0.027
H 3.08 4.47 2.43 -0.009
H 2.60 0.03 -0.87 0.015
H 1.22 0.59 -3.08 0.001
H 4.64 2.93 -2.67 -0.005
H -0.50 6.67 0.22 0.001

[2]
10
Properties=species:S:1:pos:R:3:lowdin_charge:R:1 method="wB97M-V/def2-TZVPD" smiles=N#Cc1cc[nH]n1 molar_mass_g_mol=93.089 total_charge=0 gap_ev=10.90 total_energy_ev=-8664.7313 homo_energy_ev=-10.24
N -0.38 1.17 1.35 0.044
N 0.50 0.91 0.22 0.114
N 1.15 -0.67 -2.54 0.165
C 0.10 -0.20 -0.25 -0.405
C -1.06 -0.04 1.52 -0.111
C 0.63 -0.49 -1.56 -0.150
C -0.64 -0.92 0.61 -0.072
H -1.16 -1.86 0.49 0.118
H -0.01 1.88 1.97 0.137
H -1.83 -0.07 2.42 0.160

[3]
125
Properties=species:S:1:pos:R:3:mulliken_spin:R:1 method="wB97M-V/def2-TZVPD" molar_mass_g_mol=1077.017 total_charge=-2 gap_ev="4.02 / 4.57" total_energy_ev=-217366.8698 homo_energy_ev="-0.54 / -1.09" multiplicity=2
As 1.00 -0.18 3.60 0.000
Ti 0.99 -1.59 1.21 0.012
S 1.45 -3.20 2.93 -0.004
S -0.46 1.37 3.82 0.001
S -0.18 -2.22 3.73 0.001
S 2.51 -0.12 5.12 0.000
P 3.41 0.31 0.57 0.009
P -0.23 -1.42 -2.70 0.000
P -0.85 1.56 -1.88 -0.001
O -0.65 -2.22 0.50 0.046
O 1.85 -2.86 0.00 0.174
N 1.93 -0.15 0.48 0.022
N 3.88 0.83 -0.96 0.001
N -7.36 2.50 1.68 0.000
N 4.61 -0.78 0.94 -0.006
N -3.29 -0.61 1.49 0.000
N -7.74 1.31 -0.16 0.000
N 3.65 1.53 1.67 -0.002
C 5.12 1.58 -1.11 0.000
C 4.07 4.02 3.22 0.000
C -1.55 3.26 -2.15 0.000
C -10.78 3.43 -0.34 0.000
C -4.35 -1.21 -3.13 0.001
C -8.55 2.98 1.18 0.000
C 2.81 1.18 -1.91 -0.002
C -8.77 2.22 0.02 0.000
C -5.68 0.78 1.09 0.000
C -1.07 1.45 -0.06 -0.001
C 4.62 -1.33 2.30 0.012
C -4.76 1.18 2.06 0.000
C -3.58 0.96 -2.46 0.000
C -6.93 1.50 0.85 0.000
C -2.26 0.50 -2.41 0.000
C -10.55 4.18 0.82 0.000
C -5.37 -0.34 0.33 0.000
C -4.62 0.12 -2.83 0.000
C 2.73 3.28 3.12 0.000
C 5.18 3.25 2.49 0.000
C 2.59 2.55 1.80 0.000
C 3.43 1.66 -3.21 0.001
C 1.38 -4.05 -0.31 0.190
C 4.85 3.00 -1.60 0.000
C 4.85 1.76 2.47 0.000
C 4.97 -1.74 -0.13 0.007
C 4.21 2.96 -3.00 0.000
C -4.17 -0.99 0.56 0.001
C -0.91 -3.54 0.50 0.179
C -9.90 2.45 -0.75 0.000
C -9.42 3.97 1.60 0.000
C 6.02 -1.82 2.63 0.001
C -1.98 -0.84 -2.76 -0.003
C -1.61 -6.24 0.23 -0.146
C 0.30 -0.80 -4.36 0.003
C -3.04 -1.68 -3.09 -0.001
C -3.59 0.46 2.23 0.000
C -0.36 -5.81 -0.17 0.278
C -2.14 -4.00 0.95 -0.114
C -0.43 -3.19 -3.14 0.007
C -2.50 -5.34 0.82 0.236
C 5.46 -3.05 0.48 0.004
C 0.07 -4.47 0.00 0.052
C 2.37 -4.96 -0.98 -0.007
C 6.53 -2.80 1.54 -0.001
H -2.83 0.75 2.95 0.000
H 2.16 1.97 -1.51 0.000
H 0.57 -3.62 -3.19 -0.003
H -11.26 4.95 1.11 0.000
H -3.46 -5.68 1.17 0.024
H -2.86 -2.72 -3.32 0.000
H 0.34 -6.53 -0.58 0.036
H 7.42 -2.38 1.05 0.000
H 6.69 -0.96 2.71 0.000
H -2.80 -3.27 1.41 -0.015
H -1.89 -7.28 0.11 -0.005
H -6.90 2.79 2.53 0.000
H 2.65 3.27 0.97 0.000
H 3.16 -4.35 -1.42 0.008
H 5.77 3.58 -1.60 0.000
H 5.27 3.59 1.46 0.000
H -6.05 -0.68 -0.43 0.000
H -3.88 -1.85 -0.04 -0.004
H -0.78 3.97 -1.84 0.000
H -3.80 1.98 -2.18 0.000
H -4.92 2.06 2.67 0.000
H 5.68 1.18 2.04 0.000
H 4.61 -3.59 0.92 -0.002
H 5.77 -1.31 -0.75 0.000
H 3.90 -2.15 2.40 -0.005
H -0.34 2.08 0.44 0.000
H 4.09 0.87 -3.60 0.000
H 4.70 1.40 3.49 0.000
H 1.62 2.06 1.74 0.000
H 6.15 3.41 2.97 0.000
H 3.54 3.82 -3.12 0.000
H 2.83 -5.65 -0.27 0.011
H 0.44 0.28 -4.31 0.000
H 1.91 -5.56 -1.77 0.002
H -0.94 -3.36 -4.09 0.001
H 4.16 3.47 -0.88 0.000
H 4.98 3.06 -3.77 0.000
H -1.75 3.41 -3.21 0.000
H 1.88 3.95 3.24 0.000
H -10.08 1.87 -1.65 0.000
H 5.85 -3.68 -0.32 0.001
H 2.17 0.31 -2.05 0.000
H -0.90 0.43 0.28 0.003
H 4.28 -0.58 3.01 0.000
H 5.99 -2.30 3.61 0.000
H 5.80 1.07 -1.81 0.000
H -0.95 -3.72 -2.34 -0.003
H -5.64 0.49 -2.83 0.000
H 4.33 4.14 4.27 0.000
H 1.27 -1.25 -4.61 -0.001
H 4.11 -1.94 -0.77 -0.001
H 3.98 5.03 2.80 0.000
H 5.64 1.60 -0.15 0.000
H -2.45 3.47 -1.57 0.000
H 2.64 1.80 -3.95 0.000
H -5.16 -1.88 -3.39 0.000
H 2.63 2.54 3.92 0.000
H -2.08 1.75 0.24 0.000
H -0.42 -1.04 -5.15 0.000
H -9.24 4.55 2.49 0.000
H -11.67 3.63 -0.93 0.000
H 6.84 -3.74 1.99 0.000

[4]
11
Properties=species:S:1:pos:R:3:mulliken_spin:R:1 method="wB97M-V/def2-TZVPD" molar_mass_g_mol=87.078 total_charge=0 gap_ev="8.21 / 10.34" total_energy_ev=-8772.5043 homo_energy_ev="-7.29 / -10.82" multiplicity=3
O 0.34 1.66 -0.87 0.251
O 0.82 0.90 2.35 -0.025
N 0.28 -1.38 1.91 -0.019
C 0.59 -0.22 1.71 0.853
C -0.62 -0.02 -2.33 0.235
C -0.03 0.55 -1.04 0.532
H 0.71 0.84 3.32 0.086
H 0.15 -0.65 -2.77 -0.020
H -1.49 -0.63 -2.10 -0.013
H -0.87 0.80 -3.00 0.018
H 0.13 -1.84 2.81 0.101